1.
An isolated molecule of C5H6N2S. Source: the OMol25 dataset; level of theory: the ωB97M-V functional and the def2-TZVPD basis.

CARTESIAN COORDINATES (ANGSTROEM)
C (-1.17772, 0.67488, 0.84022)
C (1.00903, 0.52144, -0.19101)
C (0.80926, -0.90207, -0.02325)
C (-0.66370, -1.40574, -0.30892)
C (-1.74389, -1.82087, -0.67990)
H (-1.52970, 1.37017, 1.63078)
H (-2.11271, 0.86961, 0.19092)
H (-1.43043, -0.31773, 1.39165)
H (2.26479, 2.31124, -0.57971)
H (2.79110, 0.78782, -1.28057)
H (-2.57848, -2.50994, -1.12272)
N (0.00321, 1.22917, 0.12300)
N (2.33047, 1.18239, -0.43643)
S (2.02877, -1.99037, 0.44593)

**Highest occupied orbital energy**: -9.1 eV
**SMILES**: C#CC(=S)/C(N)=N\C
**LUMO level**: -1.6 eV


2.
An isolated molecule of C5H6N2S. Source: the OMol25 dataset; level of theory: the ωB97M-V functional and the def2-TZVPD basis.

CARTESIAN COORDINATES (ANGSTROEM)
C (1.59706, 1.11954, 0.26113)
C (0.13122, 1.08430, 0.47160)
C (-1.18605, -0.57846, -0.82831)
C (-0.85562, -1.77430, -0.24375)
C (0.20718, -1.86465, 0.68929)
H (2.16385, 0.21129, 0.19912)
H (-0.20113, 2.07860, 0.70840)
H (-0.09544, 0.39044, 1.25359)
H (-0.98407, 1.40904, -1.26587)
H (-2.01988, -0.66699, -1.52129)
H (-1.46974, -2.63978, -0.47912)
N (-0.73379, 0.69604, -0.60533)
N (1.08632, -1.99970, 1.44006)
S (2.36006, 2.53463, -0.07950)

**Highest occupied orbital energy**: -8.8 eV
**SMILES**: N#C/C=C\NCC=S
**LUMO level**: -0.7 eV


3.
An isolated molecule of C5H6N2S. Source: the OMol25 dataset; level of theory: the ωB97M-V functional and the def2-TZVPD basis.

CARTESIAN COORDINATES (ANGSTROEM)
C (0.14349, 0.26699, 0.00001)
C (-0.78170, -0.93573, -0.00319)
C (-2.10220, -0.92297, 0.00183)
C (1.14190, 0.19477, -1.11628)
C (1.14903, 0.17634, 1.12534)
H (0.32498, 2.63925, 0.01915)
H (-0.23146, -1.88614, 0.00388)
H (-2.68051, -1.86506, -0.00495)
H (-2.66319, -0.00710, -0.03290)
H (0.90405, 0.21053, -2.16846)
H (0.87004, 0.16154, 2.17104)
N (2.35028, 0.06580, -0.72780)
N (2.35244, 0.06673, 0.72559)
S (-0.77714, 1.83504, 0.00675)

**Highest occupied orbital energy**: -9.6 eV
**SMILES**: C=CC1(S)C=NN=C1
**LUMO level**: 0.2 eV


4.
An isolated molecule of C5H6N2S. Source: the OMol25 dataset; level of theory: the ωB97M-V functional and the def2-TZVPD basis.

CARTESIAN COORDINATES (ANGSTROEM)
C (1.20311, -0.15547, -0.04881)
C (0.58777, 1.11361, -0.08466)
C (-0.81049, 1.13541, -0.06360)
C (-1.51964, -0.10774, -0.12503)
C (-0.71281, -1.27893, -0.06229)
H (2.88397, -1.18283, -0.02227)
H (3.17501, 0.54016, -0.12837)
H (1.23459, 2.03364, -0.01953)
H (-1.36672, 2.01531, -0.12590)
H (-3.43018, -0.07244, 1.20117)
H (-1.19905, -2.25181, -0.15759)
N (2.54303, -0.24753, -0.14419)
N (0.64950, -1.33627, -0.04474)
S (-3.23808, -0.20511, -0.17419)

**Highest occupied orbital energy**: -8.3 eV
**SMILES**: Nc1ccc(S)cn1
**LUMO level**: 0.8 eV


Short version: 1 is the least stable of them.


1.
An isolated molecule of C4H13NSi2. Source: the OMol25 dataset; level of theory: the ωB97M-V functional and the def2-TZVPD basis.

CARTESIAN COORDINATES (ANGSTROEM)
C (2.62072, 0.53457, -0.48511)
C (2.00079, -0.93528, -0.47254)
C (1.82708, 0.75439, 0.86465)
C (0.98037, -0.45413, 0.59690)
N (-0.43854, 0.15761, 0.06581)
Si (-3.59231, 0.61805, -0.06738)
Si (-1.83743, -0.77344, -0.23690)
H (3.68637, 0.60378, -0.35040)
H (2.11795, 1.08773, -1.27796)
H (1.48559, -1.07244, -1.38357)
H (2.63901, -1.70564, -0.17531)
H (2.58457, 0.37570, 1.57695)
H (1.30086, 1.65835, 1.15913)
H (0.84382, -1.10562, 1.38892)
H (-0.41409, 0.88373, -0.52104)
H (-3.44674, 1.62862, -1.19825)
H (-3.53659, 1.15936, 1.28542)
H (-4.95136, -0.09061, -0.24158)
H (-1.66026, -1.67564, 0.89841)
H (-2.20983, -1.64908, -1.42614)

**Highest occupied orbital energy**: -9.1 eV
**SMILES**: [SiH3][SiH2]NC1CCC1
**LUMO level**: 0.9 eV


2.
A structure of composition C4H13NSi2. Source: the OMol25 dataset; level of theory: the ωB97M-V functional and the def2-TZVPD basis.

CARTESIAN COORDINATES (ANGSTROEM)
C (1.88882, 1.32051, 0.01645)
C (0.43467, 1.93134, 0.23046)
C (-0.22404, -2.27236, 0.10613)
C (-2.51513, 0.17063, 0.07031)
N (0.18931, -0.86032, -0.07525)
Si (1.87487, -0.55806, 0.06921)
Si (-0.76178, 0.58547, -0.64017)
H (2.22494, 1.42277, -0.98922)
H (2.55678, 2.04980, 0.57573)
H (0.17154, 2.09849, 1.24583)
H (0.43618, 2.83950, -0.28115)
H (0.55546, -2.74426, 0.70195)
H (-1.09115, -2.10551, 0.80644)
H (-0.57311, -2.87740, -0.79609)
H (-3.38957, 0.66360, -0.39458)
H (-2.63855, -0.92671, 0.15996)
H (-2.47530, 0.45640, 1.08089)
H (2.50792, -0.95741, -1.26707)
H (2.29082, -1.07173, 1.38329)
H (-0.50059, 0.60118, -2.12878)

**Highest occupied orbital energy**: -8.5 eV
**LUMO level**: 0.9 eV


Short version: 1 is the least stable of them.


1.
An isolated molecule of C3H5FN2. Source: the OMol25 dataset; level of theory: the ωB97M-V functional and the def2-TZVPD basis.

CARTESIAN COORDINATES (ANGSTROEM)
C (0.05467, 0.90915, 0.74213)
C (0.50782, 0.73262, -0.52386)
C (-0.30997, -1.61715, -0.87079)
H (-0.47043, 0.12262, 1.21068)
H (1.20911, 1.39300, -1.14492)
H (0.55981, -0.41318, -2.18341)
H (-0.02382, -2.69152, -1.24023)
H (-1.29795, -2.48284, 0.36746)
N (0.34200, -0.46531, -1.22845)
N (-1.06900, -1.50746, 0.23815)
F (0.39968, 1.97039, 1.53752)

**Highest occupied orbital energy**: -8.5 eV
**SMILES**: [H]/N=C/N/C=C/F
**LUMO level**: 0.7 eV


2.
An isolated molecule of C3H5FN2. Source: the OMol25 dataset; level of theory: the ωB97M-V functional and the def2-TZVPD basis.

CARTESIAN COORDINATES (ANGSTROEM)
C (0.40631, 0.15466, -0.26724)
C (0.02666, 0.86716, 1.04417)
C (-0.97274, 0.47034, 1.88896)
H (0.08895, -2.26838, -2.17821)
H (1.40788, -1.07880, -2.31619)
H (1.21809, 0.73481, -0.83639)
H (-1.28605, 1.42043, 2.67878)
H (-1.75297, -0.28158, 1.54783)
N (0.40350, -1.27611, -1.95392)
N (-0.06115, -0.90307, -0.77161)
F (0.52151, 2.16054, 1.16382)

**Highest occupied orbital energy**: -8.6 eV
**SMILES**: C=C(F)/C=N/N
**LUMO level**: 0.5 eV


3.
An isolated molecule of C3H5FN2. Source: the OMol25 dataset; level of theory: the ωB97M-V functional and the def2-TZVPD basis.

CARTESIAN COORDINATES (ANGSTROEM)
C (0.15218, -1.26601, -0.22316)
C (1.12202, -0.16084, -0.20606)
C (0.91284, 1.17880, -0.08659)
H (-2.71715, 0.20300, 0.24480)
H (-1.12417, 0.81110, 0.57576)
H (0.55030, -2.36692, -0.18561)
H (1.68303, 1.94946, 0.04080)
H (-0.16177, 1.35547, -0.49992)
N (-1.61959, 0.15381, 0.08801)
N (-1.13590, -1.12580, 0.03463)
F (2.33821, -0.73206, 0.21734)

**Highest occupied orbital energy**: -9.0 eV
**SMILES**: C=C(F)/C=N\N
**LUMO level**: 0.5 eV


Short version: 2 is the least stable of them.